[1]
18
Properties=species:S:1:pos:R:3 method="wB97M-V/def2-TZVPD" e_lumo_ev="-4.69 / -6.66" s2=2.009 multiplicity=3 homo_energy_ev="-10.6 / -15.1" mol_weight_da=136.20 total_charge=+1 energy_ev=-20716.76175 homo_lumo_gap_ev="5.9078 / 8.4098" de_lowest_kj_mol=394.1
C 0.68 -0.40 -0.13
C -2.78 0.56 0.66
C -2.55 -0.16 -0.56
C 1.74 -1.48 -0.24
N 2.97 -0.72 0.00
O 0.35 2.12 -0.64
O 0.84 0.33 1.08
S 1.53 1.12 -0.13
H -3.71 1.14 0.55
H -2.88 -0.08 1.53
H -2.02 1.33 0.82
H -2.27 0.37 -1.46
H -2.67 -1.22 -0.62
H 1.56 -2.27 0.49
H 1.72 -1.91 -1.24
H 3.36 -0.88 0.92
H 0.42 3.04 -0.35
H 3.69 -0.88 -0.69

[2]
18
Properties=species:S:1:pos:R:3 method="wB97M-V/def2-TZVPD" e_lumo_ev=-0.83 multiplicity=1 homo_energy_ev=-8.7 mol_weight_da=400.94 energy_ev=-30056.80308 homo_lumo_gap_ev=7.8491 de_lowest_kj_mol=66.2
C 0.51 1.52 0.13
C -0.35 0.48 0.07
C 1.86 1.02 -0.04
C 0.42 -0.74 -0.18
C -1.80 0.51 0.27
C 3.00 1.72 0.03
C -1.99 -1.96 -0.14
N 0.04 -1.94 -0.31
N 1.73 -0.34 -0.25
N -2.44 -0.71 0.21
O -2.44 1.51 0.52
I -2.26 -3.46 1.35
I -2.52 -2.61 -2.12
H 0.26 2.55 0.30
H 3.96 1.27 -0.07
H 2.96 2.78 0.21
H 2.49 -0.98 -0.41
H -3.43 -0.63 0.44

[3]
2
Properties=species:S:1:pos:R:3 method="wB97M-V/def2-TZVPD" e_lumo_ev="-10.96 / -9.37" s2=0.751 multiplicity=2 homo_energy_ev="-16.4 / -16.3" mol_weight_da=24.02 total_charge=+1 energy_ev=-2048.47807 homo_lumo_gap_ev="5.3976 / 6.9713" de_lowest_kj_mol=390.7
C 1.02 0.78 0.52
C -1.02 -0.78 -0.52

[4]
26
Properties=species:S:1:pos:R:3 method="wB97M-V/def2-TZVPD" e_lumo_ev="2.36 / 2.36" multiplicity=1 homo_energy_ev="-1.7 / -1.0" mol_weight_da=234.58 total_charge=-1 energy_ev=-69203.43528 homo_lumo_gap_ev="4.0381 / 3.3184"
C 0.21 -0.32 -4.01
C -0.96 -1.10 -4.14
C -0.76 -2.36 -3.50
C 0.57 -2.39 -2.99
C 1.19 -1.15 -3.25
Zn 0.84 1.75 -0.19
P -0.41 3.15 -1.37
H 0.38 0.69 -4.38
H -1.87 -0.79 -4.65
H -1.50 -3.16 -3.42
H 2.20 -0.83 -2.96
H 1.03 -3.22 -2.48
H -1.75 3.22 -0.88
H -0.55 2.90 -2.78
H 0.05 4.51 -1.28
C 0.24 1.03 4.54
N 0.32 -0.09 3.58
C -0.23 -1.39 3.98
C 0.61 0.16 2.34
N 0.84 0.59 1.26
H 0.01 0.61 5.51
H -0.55 1.74 4.24
H 1.20 1.57 4.57
H -1.20 -1.57 3.49
H 0.46 -2.20 3.70
H -0.36 -1.37 5.06

[5]
25
Properties=species:S:1:pos:R:3 method="wB97M-V/def2-TZVPD" e_lumo_ev=-3.13 multiplicity=1 homo_energy_ev=-14.1 mol_weight_da=138.19 total_charge=+1 energy_ev=-13070.77074 homo_lumo_gap_ev=10.9841 de_lowest_kj_mol=105.2
O -1.81 0.85 1.07
C -0.79 0.23 1.14
C -0.25 -0.47 -0.14
C 1.25 -0.64 -0.13
C 1.72 -1.35 -1.41
C 2.10 0.60 0.23
N -0.86 0.35 -1.26
H -0.20 0.12 2.06
H -0.76 -1.43 -0.19
H 1.43 -1.37 0.67
H 2.72 -1.75 -1.25
H 1.67 -0.71 -2.29
H 1.08 -2.20 -1.64
H 2.80 0.33 1.01
H 1.56 1.49 0.53
H 2.75 0.83 -0.61
H -1.84 0.12 -1.25
H -0.81 1.37 -0.99
H -0.51 0.30 -2.22
H -0.69 -3.51 2.06
H -1.70 -2.50 2.53
O -1.17 -2.73 1.76
H -0.96 3.52 -0.56
H 0.24 3.48 -1.54
O -0.20 2.99 -0.82

[6]
53
Properties=species:S:1:pos:R:3 method="wB97M-V/def2-TZVPD" e_lumo_ev=1.66 multiplicity=1 homo_energy_ev=-5.5 mol_weight_da=703.64 total_charge=-1 energy_ev=-62866.11986 homo_lumo_gap_ev=7.1371 de_lowest_kj_mol=0.0
Pb -0.16 0.62 -0.23
O 0.74 0.46 -4.72
C 0.01 -0.04 -3.70
O 0.42 -0.88 -2.95
C -1.35 0.60 -3.63
O -2.03 0.00 -2.57
C -3.36 0.47 -2.38
C -3.83 0.17 -0.95
O -5.03 -0.04 -0.77
O -2.93 0.27 -0.05
H 1.63 0.09 -4.62
H -1.86 0.46 -4.59
H -1.20 1.67 -3.47
H -4.04 0.03 -3.11
H -3.38 1.57 -2.50
C 5.38 -1.42 -2.57
C 4.39 -0.45 -2.68
C 3.34 -0.41 -1.77
C 3.32 -1.32 -0.73
C 4.31 -2.29 -0.59
C 5.33 -2.34 -1.52
N 2.22 -1.22 0.19
N 2.46 -1.69 1.30
C 1.36 -1.64 2.22
C 1.60 -2.20 3.47
C 0.56 -2.24 4.38
C -0.67 -1.73 4.01
C -0.81 -1.17 2.75
N 0.19 -1.12 1.87
H 6.19 -1.46 -3.28
H 4.45 0.30 -3.46
H 2.59 0.36 -1.85
H 4.26 -2.99 0.23
H 6.10 -3.10 -1.43
H 2.59 -2.59 3.69
H 0.71 -2.67 5.36
H -1.52 -1.75 4.68
H -1.75 -0.75 2.42
O 1.57 3.98 -0.41
S 1.94 2.65 -0.86
O 3.24 2.57 -1.51
O 1.86 1.65 0.29
O 0.86 2.10 -1.80
N -4.42 1.01 2.01
C -4.15 1.84 3.00
N -5.16 2.20 3.84
N -2.96 2.36 3.28
C -1.98 2.16 2.42
N -1.07 2.04 1.72
H -5.37 0.79 1.77
H -3.73 0.75 1.26
H -5.99 1.64 3.89
H -4.88 2.70 4.67

[7]
11
Properties=species:S:1:pos:R:3 method="wB97M-V/def2-TZVPD" e_lumo_ev=0.05 multiplicity=1 homo_energy_ev=-8.9 mol_weight_da=100.08 energy_ev=-10248.91406 homo_lumo_gap_ev=8.9078 de_lowest_kj_mol=323.3
O -2.63 0.63 0.25
C -1.47 0.02 -0.06
N -0.39 0.61 0.67
C 0.75 0.14 0.49
O 2.94 0.09 -0.49
C 1.97 -0.32 0.38
N -1.34 -0.94 -0.87
H -2.44 1.32 0.90
H 2.59 0.79 -1.05
H 2.28 -1.14 1.02
H -2.25 -1.20 -1.25

Q: What is the multiplicity in the second record?
A: 1